[1]
99
Properties=species:S:1:pos:R:3:forces:R:3:mulliken_charge:R:1 method="wB97M-V/def2-TZVPD" homo_lumo_gap_ev="4.53 / 4.41" charge=+2 multiplicity=1
P -0.91136 -6.13693 -2.47748 0.3 0.7 0.7 -0.187
C -2.53137 -5.56991 -1.98458 -1.6 0.6 -0.5 0.889
C -3.35316 -5.90548 -3.09597 -0.2 -0.3 0.8 -0.665
H -2.89879 -5.98902 -4.08814 -0.1 -0.3 0.3 0.342
C -4.66791 -6.28871 -2.90471 -0.3 0.3 0.0 -0.648
H -5.19751 -6.74584 -3.74315 -0.1 0.3 0.3 0.378
C -5.26673 -6.13358 -1.64390 0.5 0.0 0.0 -0.406
H -6.30029 -6.45288 -1.50468 0.3 0.1 0.1 0.393
C -4.52457 -5.56922 -0.59398 -0.4 0.1 -0.4 -0.553
H -5.03638 -5.38255 0.35724 0.4 0.0 -0.3 0.393
C -3.16224 -5.26813 -0.75261 0.1 -0.3 -0.6 -0.534
H -2.63402 -4.78872 0.07454 0.1 -0.5 -0.2 0.437
C -0.16391 -4.94019 -3.57659 1.2 1.2 -0.1 0.533
C -0.77910 -3.85227 -4.22707 0.0 -0.3 0.2 -0.236
H -1.67271 -3.38043 -3.80439 0.1 -0.5 -0.2 0.535
C -0.24910 -3.37029 -5.42177 0.7 0.0 -0.4 -0.577
H -0.75389 -2.57241 -5.97006 0.1 -0.2 0.2 0.454
C 0.92776 -3.92981 -5.95861 -0.5 0.1 0.4 -0.609
H 1.28907 -3.62350 -6.93883 -0.1 -0.1 0.2 0.462
C 1.62053 -4.89219 -5.21498 0.6 0.2 -0.4 -0.758
H 2.54017 -5.34416 -5.61531 -0.4 0.4 0.2 0.441
C 1.13274 -5.32873 -3.99991 -0.7 -0.1 0.1 -0.707
H 1.70394 -6.04301 -3.39339 -0.3 0.0 -0.4 0.440
C 0.08785 -6.36063 -0.96733 0.5 -1.1 0.5 0.435
C -0.02107 -7.76998 -0.82019 0.3 0.5 -0.2 -0.696
H -0.72412 -8.31532 -1.45913 0.3 0.2 0.3 0.339
C 0.81962 -8.49609 -0.01655 0.2 -0.7 0.7 -0.618
H 0.72254 -9.59006 -0.07328 0.2 0.5 0.4 0.381
C 1.75552 -7.85468 0.79976 -0.3 0.5 -0.4 -0.708
H 2.39786 -8.45727 1.44156 0.0 0.4 -0.1 0.386
C 1.82159 -6.44539 0.76564 -0.2 -0.6 0.0 -0.519
H 2.53943 -5.95778 1.43935 -0.4 0.0 -0.4 0.375
C 1.00605 -5.69564 -0.10888 -0.1 -0.5 0.0 1.227
H 1.10761 -4.60801 -0.04372 -0.3 -0.3 -0.3 -0.318
Sn 0.03336 0.28207 0.12619 -0.1 -0.7 0.0 0.090
C 1.94390 0.26084 -1.09860 0.1 1.3 0.9 -0.807
C 2.42854 -0.71831 -1.86263 -0.1 -0.6 -0.6 0.678
H 2.49497 1.20526 -0.94972 0.1 -0.5 -0.6 0.037
C 1.73508 -2.10825 -2.02156 0.2 0.4 0.4 1.864
O 2.68157 -3.11070 -1.56678 -0.9 0.0 -0.1 -0.791
H 2.20594 -3.97756 -1.55679 0.4 0.7 -0.1 0.207
C 0.48239 -2.12237 -1.28218 -0.3 -1.6 0.4 -0.950
H 1.45364 -2.34362 -3.05169 0.3 0.3 -0.4 -0.520
C -0.29762 -1.62776 -0.39462 -1.4 -2.1 -0.7 -1.188
Cl -2.26827 -0.18800 1.38781 0.5 0.7 -0.2 -0.336
P 1.17827 -0.81770 2.26605 0.2 1.2 0.9 1.278
P -1.49541 1.00221 -1.83641 -0.3 1.3 0.2 1.366
C 0.38549 -0.15014 3.75705 0.0 -0.1 0.3 -1.283
H -0.66727 -0.45332 3.77702 0.2 0.0 -0.1 0.383
H 0.41161 0.94478 3.76913 0.1 -0.2 -0.1 0.351
H 0.88244 -0.52549 4.66045 0.0 0.0 -0.2 0.537
C 1.28341 -2.61083 2.52470 -0.3 -0.5 -0.4 -1.325
H 2.08919 -3.05680 1.92837 -0.2 0.2 0.0 0.321
H 0.34464 -3.08583 2.22039 0.1 0.1 0.1 0.326
H 1.46393 -2.85464 3.58194 0.0 0.4 -0.2 0.574
C 2.89446 -0.23009 2.28981 0.3 0.0 0.1 -1.242
H 2.92579 0.86162 2.19812 -0.1 -0.2 0.1 0.351
H 3.44046 -0.65487 1.43937 -0.1 0.0 0.1 0.195
H 3.40254 -0.52008 3.21854 -0.1 0.0 -0.2 0.462
C -2.39395 2.42655 -1.16233 -0.3 0.2 -0.3 -1.253
H -1.72276 3.28197 -1.01628 -0.1 -0.2 -0.1 0.299
H -2.81613 2.15669 -0.18660 0.0 0.0 -0.2 0.308
H -3.20640 2.70458 -1.84697 0.2 0.1 0.2 0.517
C -0.52167 1.59038 -3.24458 0.2 0.1 -0.3 -1.188
H -0.00193 0.74544 -3.71463 -0.2 0.1 0.1 0.202
H 0.23684 2.30820 -2.91055 -0.2 -0.1 0.0 0.328
H -1.17292 2.07007 -3.98844 0.2 -0.1 0.2 0.488
C -2.74416 -0.10966 -2.53471 -0.1 -0.5 0.1 -1.236
H -3.21202 -0.69478 -1.73498 0.1 0.1 -0.1 0.375
H -2.29451 -0.80370 -3.25731 0.0 0.2 0.3 0.214
H -3.52330 0.47667 -3.04506 0.3 0.0 0.2 0.514
P 3.96167 -0.53555 -2.87330 -2.6 -0.8 1.8 1.290
C 4.35799 1.18923 -2.86722 0.6 0.0 -0.5 -1.275
C 3.58221 -1.15912 -4.49407 0.4 0.2 -0.5 -1.170
H 4.46859 1.55302 -1.83747 0.1 -0.1 -0.4 0.426
H 3.59829 1.76003 -3.41981 0.3 -0.2 0.2 0.398
H 5.32032 1.20533 -3.39479 -0.1 0.6 0.1 0.443
H 3.29473 -2.21519 -4.50299 0.1 0.1 0.2 0.254
H 4.51624 -1.03887 -5.04616 -0.1 -0.1 -0.4 0.507
H 2.80711 -0.56417 -4.98700 0.1 0.0 0.2 0.392
C 5.16598 -1.55038 -2.06583 0.8 0.2 -0.3 -1.337
H 5.36864 -1.17415 -1.05961 0.0 0.0 -0.2 0.418
H 6.05478 -1.44444 -2.68823 0.4 -0.3 0.2 0.500
H 4.84169 -2.59330 -2.01221 -0.1 0.3 -0.1 0.361
H -1.27994 -1.92826 0.05871 1.0 -0.6 -0.7 0.615
Cl -2.28935 2.74010 3.80815 -0.1 -0.2 0.1 -0.157
C -1.61328 4.10311 3.03038 0.6 0.5 -0.8 0.473
C -1.96791 5.37368 3.42925 0.2 0.3 -0.2 -0.506
C -1.41793 6.49353 2.77638 -0.1 -0.5 0.1 -0.459
C -0.49882 6.33444 1.72839 0.2 0.1 -0.2 -0.714
C -0.10749 5.07649 1.32330 -0.3 0.0 0.5 -0.452
C -0.65147 3.92300 1.96793 -0.2 0.5 0.0 0.416
C -0.23549 2.66471 1.57363 0.0 -0.8 -0.1 -0.664
H -2.67176 5.48476 4.24715 0.1 0.1 -0.1 0.446
H -1.71338 7.48609 3.09431 0.0 -0.1 0.0 0.413
H -0.07864 7.20372 1.22607 -0.2 -0.1 0.2 0.393
H 0.61910 4.91107 0.52052 -0.3 0.2 0.3 0.345
H 0.64150 2.58141 0.91838 -0.1 0.1 0.3 0.512
H -0.81186 1.80035 1.91943 0.5 0.2 0.2 -0.119

[2]
56
Properties=species:S:1:pos:R:3:forces:R:3:mulliken_charge:R:1 method="wB97M-V/def2-TZVPD" relative_energy_kcal_mol=0.00 smiles="C[C@H]([NH2+]Cc1ccc(OCC(N)=O)cc1)[C@]12C[C@H]3C[C@H](C[C@H](C3)C1)C2" homo_lumo_gap_ev=9.24 charge=+1 multiplicity=1
C 2.81911 -0.82341 1.95591 0.0 0.1 -0.2 -1.595
C 2.21809 -0.47268 0.60291 0.5 -0.6 -0.1 -1.421
N 1.05011 0.44027 0.83533 -0.2 -0.2 -0.2 0.248
C 1.35539 1.89285 1.01000 -0.2 0.7 0.1 -1.034
C 0.06480 2.65070 1.13409 0.1 -0.1 -0.1 0.459
C -0.72029 2.86403 0.00671 0.2 0.0 0.3 -0.719
C -1.93505 3.51410 0.09215 -0.3 0.1 -0.1 -0.394
C -2.38616 3.97636 1.32854 0.5 -0.2 0.1 0.884
O -3.54271 4.63834 1.53944 0.0 0.0 0.2 -0.434
C -4.38522 4.95054 0.44273 -0.1 0.0 -0.3 -0.857
C -5.14878 3.70197 -0.03773 0.2 0.4 0.3 0.866
N -6.23034 3.41090 0.70290 -0.5 -0.2 0.2 -0.393
O -4.77464 3.03028 -0.97189 0.1 -0.1 -0.4 -0.605
C -1.59774 3.76268 2.46483 -0.3 0.1 -0.1 -0.805
C -0.39368 3.10215 2.36798 0.0 0.0 -0.1 -0.523
C 1.77180 -1.67647 -0.27052 0.1 0.4 0.2 2.297
C 2.96373 -2.62636 -0.46332 -0.1 0.0 0.0 -1.934
C 2.57147 -3.79119 -1.37408 0.2 -0.1 0.0 0.458
C 1.42096 -4.56450 -0.73327 0.0 0.1 0.0 -1.417
C 0.22621 -3.63073 -0.55478 -0.3 -0.1 0.1 0.345
C -0.21332 -3.09680 -1.91661 0.1 0.0 0.0 -1.418
C 0.94404 -2.33268 -2.55650 -0.2 0.1 -0.2 0.354
C 2.14059 -3.26204 -2.73887 0.0 0.1 0.1 -1.488
C 1.33950 -1.16093 -1.65387 0.0 -0.2 0.0 -1.413
C 0.61333 -2.46158 0.35837 0.1 -0.1 -0.1 -1.271
H 2.15023 -1.45082 2.53956 -0.1 -0.1 0.1 0.386
H 3.03543 0.07850 2.52366 0.0 0.1 0.1 0.476
H 3.75762 -1.35186 1.82761 0.0 0.0 0.0 0.386
H 2.95225 0.09967 0.02545 -0.2 0.1 0.0 0.525
H 0.53739 0.11221 1.66147 -0.1 0.1 -0.3 0.566
H 0.41674 0.35723 0.02572 0.1 0.0 0.4 0.303
H 1.97299 2.02377 1.89859 0.0 -0.2 -0.1 0.463
H 1.91787 2.22005 0.13302 0.0 -0.2 0.1 0.395
H -0.37744 2.53059 -0.96322 0.0 0.0 -0.2 0.419
H -2.52869 3.63213 -0.79887 -0.1 0.0 0.0 0.355
H -5.08033 5.70270 0.82176 0.1 0.0 -0.1 0.377
H -3.81303 5.37301 -0.38956 -0.1 -0.1 0.1 0.348
H -6.51891 3.97837 1.48013 0.0 0.0 0.0 0.189
H -6.78319 2.60300 0.46380 0.1 0.0 0.0 0.251
H -1.95527 4.12919 3.41303 0.0 0.1 0.1 0.452
H 0.20263 2.95056 3.25552 0.1 0.0 0.1 0.390
H 3.27965 -3.03105 0.49797 0.1 0.0 0.1 0.603
H 3.80373 -2.08169 -0.89912 0.1 0.1 0.0 0.378
H 3.43544 -4.45085 -1.49273 0.0 0.0 0.0 0.283
H 1.13955 -5.40501 -1.36778 0.0 -0.1 0.0 0.518
H 1.73125 -4.96640 0.23324 0.0 -0.1 0.0 0.480
H -0.60085 -4.17811 -0.09261 0.0 0.0 0.0 0.272
H -0.50571 -3.92682 -2.55957 -0.1 0.0 -0.1 0.499
H -1.08249 -2.44373 -1.80501 -0.1 0.0 0.0 0.479
H 0.63166 -1.94044 -3.52899 0.0 0.0 0.1 0.315
H 1.86789 -4.09227 -3.39041 0.0 0.0 -0.1 0.515
H 2.96508 -2.72438 -3.21104 0.1 0.0 -0.1 0.488
H 2.16085 -0.60824 -2.11624 0.0 0.1 0.0 0.371
H 0.47578 -0.48772 -1.58640 -0.1 0.1 0.0 0.499
H 0.90856 -2.85932 1.33068 0.0 0.0 0.1 0.455
H -0.26788 -1.82805 0.49991 -0.1 0.1 0.1 0.376

[3]
16
Properties=species:S:1:pos:R:3:forces:R:3:mulliken_charge:R:1 method="wB97M-V/def2-TZVPD" relative_energy_kcal_mol=72.97 homo_lumo_gap_ev=9.88 multiplicity=1
C -1.38319 -2.04957 0.23485 -0.4 -0.9 0.0 -0.778
C -0.51406 -1.10467 -0.10858 -1.5 0.9 -0.2 0.352
C -0.52830 -0.50436 -1.52725 1.4 0.8 0.9 -0.399
N -1.22123 -1.29248 -2.47593 -0.9 -1.3 -1.0 -0.570
S 0.39769 -0.27825 1.20250 0.7 -0.9 -0.3 -0.326
C 0.00353 1.43683 1.04928 -2.1 -0.1 0.8 -0.094
N 0.79858 2.35741 0.72849 1.3 -0.1 -1.0 -0.225
O 2.04535 1.93211 0.22945 -1.0 0.1 0.8 -0.307
H -2.04687 -2.45149 -0.57801 0.8 0.2 1.0 0.312
H -1.45145 -2.45833 1.26902 0.0 0.5 -1.0 0.263
H -0.97767 0.49716 -1.46563 -0.1 -0.2 0.0 0.357
H 0.52794 -0.30658 -1.77398 0.0 0.0 -0.1 0.294
H -0.82447 -2.21180 -2.67809 0.0 0.6 0.3 0.200
H -1.51664 -0.87601 -3.35777 0.3 0.2 0.7 0.202
H -1.01294 1.71720 1.43673 1.1 0.0 -0.5 0.401
H 2.06706 0.96115 0.41440 0.1 0.4 -0.3 0.318